Formula: C32H83N6O5Si5
Source: the Open Molecules 2025 dataset
Level of theory: ωB97M-V/def2-TZVPD

CARTESIAN COORDINATES (ANGSTROEM)
C (4.251, 7.504, 1.858)
C (3.593, 7.008, 0.621)
C (1.999, 6.686, 0.412)
C (1.634, 5.081, 0.736)
C (1.553, 5.054, 2.407)
C (0.286, 5.891, 3.018)
O (-0.672, 5.096, 3.804)
C (0.215, 4.650, 0.017)
N (0.301, 3.388, -0.855)
C (-1.053, 3.205, -1.578)
N (-1.798, 4.444, -1.973)
C (0.213, 2.223, 0.084)
C (1.454, 1.630, 0.895)
O (1.241, 0.144, 1.015)
Si (2.728, -0.643, 1.546)
C (2.387, -2.251, 2.580)
C (3.844, 0.485, 2.682)
C (3.825, -1.189, 0.030)
C (1.513, 3.411, -1.807)
C (1.172, 4.536, -3.012)
C (2.351, 4.876, -4.063)
C (1.721, 2.091, -2.734)
N (1.859, 0.741, -2.125)
C (2.888, 4.019, -1.105)
C (4.237, 3.116, -1.251)
C (5.307, 3.477, -2.410)
N (6.707, 3.208, -1.802)
N (5.293, 2.565, -3.638)
N (5.380, 4.900, -2.888)
O (2.784, 4.317, 0.342)
H (5.215, 6.897, 2.217)
H (3.885, 8.380, 2.544)
H (4.294, 6.828, -0.325)
H (1.264, 7.435, 0.925)
H (1.800, 6.791, -0.760)
H (2.535, 5.555, 2.866)
H (1.507, 3.977, 2.852)
H (0.710, 6.735, 3.742)
H (-0.284, 6.493, 2.159)
H (-1.558, 5.212, 3.311)
H (-0.040, 5.637, -0.593)
H (-0.694, 4.555, 0.787)
H (-1.851, 2.639, -0.885)
H (-0.984, 2.531, -2.533)
H (-2.398, 4.694, -1.147)
H (-2.394, 4.263, -2.826)
H (-0.652, 2.390, 0.893)
H (-0.191, 1.304, -0.570)
H (2.524, 1.727, 0.430)
H (1.569, 1.973, 2.032)
H (2.239, -1.924, 3.711)
H (3.342, -2.929, 2.553)
H (1.443, -2.787, 2.135)
H (3.205, 0.896, 3.603)
H (4.736, -0.140, 3.150)
H (4.255, 1.415, 2.067)
H (3.992, -0.271, -0.708)
H (3.207, -2.017, -0.534)
H (4.827, -1.688, 0.384)
H (0.291, 4.151, -3.726)
H (0.792, 5.555, -2.581)
H (1.822, 5.398, -5.001)
H (2.977, 4.011, -4.508)
H (2.999, 5.760, -3.588)
H (2.711, 2.201, -3.394)
H (0.857, 2.016, -3.556)
H (0.990, 0.193, -2.324)
H (2.639, 0.183, -2.582)
H (3.178, 5.103, -1.519)
H (4.054, 1.937, -1.299)
H (4.844, 3.230, -0.225)
H (7.397, 3.080, -2.601)
H (7.052, 4.054, -1.295)
H (4.819, 1.657, -3.446)
H (4.930, 3.050, -4.484)
H (5.720, 5.564, -2.129)
H (5.965, 5.018, -3.756)
O (-1.514, -6.848, 4.324)
Si (-2.852, -7.379, 5.188)
C (-4.022, -8.330, 4.063)
C (-3.780, -5.917, 5.920)
C (-2.353, -8.514, 6.600)
Si (-1.171, -5.869, 3.003)
C (0.674, -5.792, 2.662)
C (-1.780, -4.116, 3.313)
C (-2.020, -6.534, 1.462)
H (-4.441, -7.672, 3.296)
H (-4.849, -8.754, 4.638)
H (-3.493, -9.148, 3.565)
H (-3.107, -5.300, 6.525)
H (-4.601, -6.259, 6.556)
H (-4.201, -5.290, 5.127)
H (-1.693, -7.997, 7.302)
H (-1.834, -9.400, 6.224)
H (-3.240, -8.847, 7.149)
H (1.212, -5.384, 3.523)
H (0.875, -5.148, 1.798)
H (1.072, -6.788, 2.445)
H (-2.870, -4.093, 3.395)
H (-1.486, -3.456, 2.492)
H (-1.356, -3.722, 4.241)
H (-3.108, -6.480, 1.565)
H (-1.741, -7.576, 1.289)
H (-1.733, -5.949, 0.581)
O (-3.727, -3.054, -3.265)
Si (-3.225, -2.338, -1.832)
C (-4.213, -3.015, -0.381)
C (-3.473, -0.476, -1.910)
C (-1.404, -2.666, -1.499)
Si (-5.127, -3.200, -4.181)
C (-4.834, -4.218, -5.732)
C (-5.744, -1.502, -4.707)
C (-6.476, -4.042, -3.178)
H (-5.267, -2.735, -0.467)
H (-3.830, -2.619, 0.563)
H (-4.147, -4.106, -0.350)
H (-2.968, -0.058, -2.786)
H (-3.068, 0.006, -1.015)
H (-4.538, -0.230, -1.977)
H (-0.782, -2.263, -2.302)
H (-1.211, -3.740, -1.414)
H (-1.100, -2.190, -0.561)
H (-4.072, -3.752, -6.365)
H (-5.759, -4.300, -6.314)
H (-4.501, -5.229, -5.476)
H (-6.046, -0.912, -3.837)
H (-6.607, -1.595, -5.372)
H (-4.958, -0.956, -5.238)
H (-6.772, -3.421, -2.327)
H (-6.127, -5.006, -2.797)
H (-7.364, -4.216, -3.795)

Calculated values
* multiplicity: 1
* E_HOMO: -10.946 eV
* total charge: +1
* M: 772.48 g/mol
* max |F|: 4.439 eV/A
* frontier orbital gap: 8.50 eV
* calculated total energy: -93089.218 eV